No. 1
32
Properties=species:S:1:pos:R:3:forces:R:3:lowdin_charge:R:1 method="wB97M-V/def2-TZVPD" e_homo_ev="-5.96 / -7.21" e_above_lowest_kcal_mol=75.1 lumo_ha="-0.01571 / -0.09348" multiplicity=9 energy_ha=-2392.2542
H -1.74541 1.40425 4.31517 0.0217 0.0174 -0.0986 0.098
C 1.10655 0.67526 0.66365 0.5099 0.5523 -0.1835 -0.275
C 1.24643 -0.19939 4.36466 0.0900 -0.1202 0.1502 -0.104
H -1.93610 -2.44519 0.40663 -0.0789 0.5303 0.1000 -0.018
H -2.91577 -0.93164 0.24558 0.2186 -0.3124 0.4578 -0.016
H 2.09358 0.21251 0.46103 -0.3852 0.2593 0.2413 0.037
C 0.04735 0.33067 4.83017 -0.2571 0.1998 -0.2554 -0.101
H 2.71366 0.07310 -3.38542 0.0169 -0.1145 0.0717 0.024
C 1.59601 -0.07994 3.02916 -0.6026 0.1135 -0.0802 -0.058
H -0.70420 1.68810 -1.83052 -0.4379 0.9052 0.1064 -0.023
Cl 0.72932 -1.77507 -1.74203 2.5056 -4.1700 -0.0368 0.163
H -0.22699 0.23260 5.87843 0.0302 0.0339 -0.2198 0.099
Cl -1.57754 1.95331 1.52378 0.3042 -0.0619 0.2525 0.670
C -0.47135 1.12285 2.59516 0.5213 -0.4385 0.9416 -0.628
H 2.53498 -0.50836 2.67686 -0.2602 0.1802 -0.0231 0.108
H -2.10428 0.59731 -2.34285 -1.0201 0.3257 0.0231 -0.024
C -1.94618 -1.34865 0.58105 -1.2995 -0.5801 -0.3631 -0.295
H 1.86646 1.14435 -4.53307 -0.1129 0.0368 -0.1807 0.026
H 1.91266 -0.71636 5.05771 -0.1632 0.1501 -0.1975 0.102
C 0.74107 0.57662 2.11292 0.0886 0.1100 -0.5852 -0.348
C -0.81262 0.99390 3.94836 0.3553 -0.1094 -0.2389 -0.113
Ho 0.14242 -0.15767 -3.31024 0.5363 -0.3598 -1.9678 0.786
C 1.88077 0.76057 -3.50915 5.6054 3.5317 -0.0629 -0.268
C -0.85267 -1.37372 -4.52501 -3.7558 -3.6396 -3.5091 -0.250
H 1.96846 1.59008 -2.80896 0.1873 0.1449 0.0393 0.028
H 1.14160 1.73469 0.34655 -0.0661 -0.3810 0.0564 0.044
H -1.80932 -1.14502 1.66313 -0.0149 0.0289 -0.4910 -0.012
C -1.10203 0.69406 -1.98032 -1.9821 1.0672 3.3543 -0.537
H -0.40012 -2.36169 -4.55974 0.1616 -0.0359 0.1704 0.026
H -0.77318 -0.89724 -5.50602 0.0947 0.2338 -0.0765 0.032
Ru -0.44211 -0.39384 -0.42624 -0.7016 1.9672 2.6151 0.791
H -1.90146 -1.45042 -4.24043 -0.1095 -0.0649 -0.0100 0.035

***

No. 2
35
Properties=species:S:1:pos:R:3:forces:R:3:lowdin_charge:R:1 method="wB97M-V/def2-TZVPD" charge=-2 e_homo_ev="0.10 / 0.09" e_above_lowest_kcal_mol=80.8 lumo_ha="0.14619 / 0.14632" energy_ha=-2000.3019
C 0.06251 1.32069 -0.70237 -0.4777 -0.8454 0.9622 -0.274
H -0.44177 2.43501 1.73775 -0.0101 -0.0053 0.1495 0.048
H 2.31108 -1.69938 1.42099 0.1479 0.0270 0.1411 0.028
H 2.55101 -2.28716 -0.92748 0.0816 0.2049 -0.2466 -0.026
H 3.52601 -0.43169 1.16078 0.1359 -0.0012 0.0787 0.063
H -3.69357 1.04296 -1.65323 1.0538 -1.1368 0.9857 0.077
C 1.58227 -0.02409 0.37938 -0.7630 1.0761 -1.0062 -0.245
H 1.78913 -1.92333 -2.45463 0.1424 -0.0904 -0.0690 0.046
C 2.33854 -1.46829 -1.62629 0.3817 -0.5143 -0.0433 -0.142
C 2.47138 -0.61474 1.39692 0.0710 -0.3969 0.2545 -0.108
C 0.67243 1.05697 0.55694 0.4896 -0.9500 -0.9685 -0.262
H -3.03602 -0.71636 2.57910 0.2870 -0.1011 0.1899 -0.064
Zr -3.17081 -1.02586 0.09539 2.1859 -0.0352 2.7522 1.423
N -1.95629 -1.53649 3.42160 1.5324 -0.1196 0.0786 -0.037
O -3.23704 0.34198 -1.11678 -1.6364 2.3805 -2.2109 -0.446
H -0.88248 0.53656 -3.20767 -0.2150 0.0463 -0.1334 0.045
Cl -4.95554 -2.41311 -0.47379 -0.6086 -0.6257 -0.2732 -0.110
H -0.31227 3.26917 -1.49751 -0.1525 0.0874 -0.0154 0.068
H 0.32547 1.11786 2.65734 -0.0352 0.2160 -0.0241 0.057
H 0.76819 0.94465 -3.68738 -0.0904 0.0180 -0.2250 0.062
C 0.16464 0.27639 -3.05349 0.2416 0.0121 -0.6009 -0.100
C -0.85042 2.44117 -1.00474 -0.0165 0.4678 -0.3230 -0.107
H 0.32634 -0.74095 -3.42317 -0.0903 0.0637 -0.0802 0.058
H -1.65449 2.13967 -1.68415 -0.0201 0.1006 -0.0881 0.030
H 2.25312 -0.22322 2.39300 0.1279 -0.0381 -0.0585 0.019
C 0.55115 0.37608 -1.63713 0.7227 -0.7378 0.9751 -0.275
H 3.28279 -1.05357 -2.02359 -0.0446 -0.1213 -0.0003 0.062
C 0.44886 1.80425 1.80793 0.1100 0.1811 0.6145 -0.090
Cl 0.90887 -3.92155 0.00487 -0.5114 -0.2842 0.0219 -0.636
O -3.56887 -0.29143 1.80056 -0.0540 -0.3687 -1.1861 -0.489
C 1.51642 -0.43046 -0.97997 -0.8189 1.1770 0.2151 -0.269
S 0.72051 -1.91857 4.10955 0.8918 -0.1773 0.5119 0.496
C -0.80171 -1.69247 3.69685 -2.8849 0.3666 -0.5985 -1.019
H -1.31112 2.84790 -0.10474 -0.0834 0.0577 0.0641 0.053
H 1.30170 2.46140 2.03918 -0.0900 0.0665 0.1563 0.064

***

No. 3
35
Properties=species:S:1:pos:R:3:forces:R:3:lowdin_charge:R:1 method="wB97M-V/def2-TZVPD" charge=-2 e_homo_ev="0.92 / -1.00" lumo_ha="0.20460 / 0.20042" multiplicity=5 energy_ha=-1725.0301
N -1.41210 1.86294 0.43988 -0.1619 0.7159 0.8127 -0.132
Cl -1.87015 -1.00784 1.75599 -2.3093 -2.2939 4.1282 -0.077
H 0.21724 0.33835 -3.24796 -0.2722 -0.1195 -0.2349 0.070
H 1.14645 0.47392 1.81547 -0.5836 0.2099 -1.2989 -0.026
H 2.80763 0.09260 -2.66881 -0.3191 0.4165 -0.2784 0.064
Ru -0.86750 -0.15449 0.10784 1.9653 5.1121 -2.7105 0.832
C 1.81209 -1.74046 -0.01746 -0.5600 0.3972 -0.9592 -0.229
H -2.19499 -2.99408 -0.45835 -0.5611 0.0853 -0.2546 0.048
H 3.59595 -0.85545 0.77246 -0.1547 -0.3719 0.0120 0.064
C -0.05646 -0.70732 -3.06005 -0.0571 0.3073 -0.0957 -0.123
C -1.85165 2.74297 1.09953 0.3673 -1.2496 -0.3854 -0.568
C -0.32995 -2.10273 -0.82951 1.5422 1.1442 -1.7214 -0.420
C 2.55102 0.08011 -1.61741 1.7919 -1.2230 -0.2154 -0.043
O 1.55802 2.31226 -1.77790 -0.6764 0.1182 1.9911 -0.159
H 1.15596 -3.56857 1.92724 -0.1557 -0.0061 -0.1059 0.061
C 0.63325 -2.49231 0.14304 0.6793 -0.0826 -0.2722 -0.312
H 0.68567 -4.61161 0.57961 -0.0365 0.1209 -0.0091 0.068
H -0.55036 -3.67717 1.44451 0.0995 -0.0813 0.0897 0.048
H -1.21044 -3.91225 -1.56933 0.2705 -0.2886 0.0287 0.065
H -1.93892 -2.47387 -2.20501 -0.2812 0.1419 0.5702 0.046
Cl -2.55059 0.31357 -1.44270 -0.9381 -0.7616 -0.8629 -0.048
C 0.32361 -1.03877 -1.65670 -0.2654 -2.2667 0.9443 -0.369
C -1.50468 -2.89817 -1.29370 0.2286 -0.2590 0.0831 -0.107
O 0.89682 0.75007 0.89624 0.4277 -0.7825 1.1358 -0.449
H -1.12756 -0.85753 -3.23235 0.3236 0.2691 -0.0275 0.004
H 2.76683 -1.97965 1.87487 0.1654 0.0610 -0.2032 0.065
H 3.73456 -2.62862 0.53975 -0.2049 0.2485 -0.0239 0.068
O -2.30878 3.62470 1.78078 -0.1449 0.5675 0.1256 -0.060
C 1.62653 -0.84437 -1.13331 -0.1679 -1.6926 0.6544 -0.331
H 3.37287 0.35729 -0.97637 0.2384 0.0349 0.1343 0.056
C 0.47722 -3.64322 1.06611 -0.2650 -0.1581 0.4584 -0.084
H 0.50059 -1.34434 -3.76744 0.0249 0.0584 0.1136 0.075
H 1.66597 1.33488 -1.49526 0.1955 0.7182 -1.2766 -0.055
C 3.04571 -1.80970 0.82117 -0.0233 0.1251 0.4326 -0.069
H 1.31115 2.49353 -0.83562 -0.1816 0.7849 -0.7792 0.025

***

No. 4
40
Properties=species:S:1:pos:R:3:forces:R:3:lowdin_charge:R:1 method="wB97M-V/def2-TZVPD" charge=+1 e_homo_ev="-11.67 / -11.67" e_above_lowest_kcal_mol=19.7 lumo_ha="-0.13985 / -0.13908" energy_ha=-2801.0650
N -2.36300 2.03338 -2.46140 0.1237 0.0197 -0.0991 0.221
S 0.77233 -2.49375 -1.38562 -0.0352 0.6437 -0.4287 0.986
H -4.72067 1.74612 -1.56091 0.0012 0.0004 -0.0096 0.120
H 2.50191 0.89341 -0.16775 0.0582 -0.0347 0.0002 0.098
Cl 1.35256 5.18944 0.34041 -0.0018 0.0336 0.0151 0.647
N 2.12773 0.51845 -1.03610 -0.0258 0.1125 0.0685 0.049
H 2.30007 1.20153 -1.77383 0.0828 -0.0415 -0.0428 0.077
C 1.80767 -2.08393 2.47673 0.0561 0.0281 0.0354 -0.020
C 0.60208 3.03287 -1.17768 -0.2243 -0.0884 -0.0913 -0.847
C -0.40213 -1.18749 2.21403 0.0475 0.0768 -0.0304 -0.008
H 2.65493 -2.32096 3.10810 -0.0051 -0.0135 -0.0023 0.124
Cl -0.17530 5.42616 -2.09656 -0.0031 0.0082 -0.0176 0.636
H 1.21787 -1.91600 5.08025 0.0108 0.0026 -0.0063 0.086
O 0.40029 2.42605 -2.24717 0.3442 1.1396 -0.3957 -0.120
C 0.62456 -1.19965 4.51458 0.0255 0.0502 -0.0332 -0.032
H -0.47393 -4.18609 -2.41396 -0.0106 -0.0183 0.0050 0.068
Pd 0.10144 0.49911 -0.89149 0.1325 -0.1896 -0.1460 1.015
O -1.90016 0.59488 -0.74073 -0.1668 -0.0393 0.1041 -0.115
H 0.12816 -4.67221 -0.80209 -0.0136 -0.0092 -0.0102 0.075
H 2.75425 -2.82251 0.69135 -0.0177 -0.0521 0.0043 0.117
H -0.39912 -1.23293 4.88360 -0.0040 0.0103 -0.0067 0.085
C -0.37306 -1.48500 0.86197 -0.1830 -0.6266 0.4428 -0.129
C 0.68007 -1.49084 3.04196 0.0093 -0.0212 0.0058 -0.244
H -1.27211 -1.38515 0.26951 0.0379 0.1809 -0.0577 0.093
C -2.71476 1.27730 -1.42566 -0.1110 0.0558 -0.0042 -0.575
O -0.02943 -1.34711 -2.06154 0.3407 -0.2895 0.7452 -0.574
H 1.01996 -0.20334 4.72207 -0.0039 0.0031 0.0019 0.095
H -1.28710 -0.72585 2.63426 -0.0124 -0.0592 0.0322 0.127
C 1.07281 4.50128 -1.24986 -0.0448 -0.0180 0.0728 -1.524
N -4.01360 1.21593 -1.08633 0.0332 -0.0830 0.0639 0.197
C 0.76545 -2.08350 0.33022 -0.0812 -0.2870 0.2008 -0.465
H -3.03816 2.60439 -2.93807 -0.0102 -0.0169 0.0030 0.128
H 2.62614 -0.33387 -1.26837 -0.0616 -0.0437 0.0052 0.076
H -1.28218 -3.56511 -0.93807 -0.0044 -0.0333 -0.0054 0.071
H -4.27105 0.66183 -0.28972 -0.0058 0.0111 -0.0071 0.123
O 0.47061 2.49138 -0.04519 -0.0686 -0.4385 -0.3599 -0.082
H -1.37779 2.16633 -2.67492 -0.0124 -0.0019 0.0645 0.078
Cl 2.58458 4.50762 -2.17742 0.0317 0.0092 -0.0040 0.635
C -0.33683 -3.87456 -1.38036 -0.2345 -0.1378 -0.0742 -0.217
C 1.86488 -2.37756 1.12178 0.0065 0.1571 -0.0383 -0.075

***

No. 5
31
Properties=species:S:1:pos:R:3:forces:R:3:lowdin_charge:R:1 method="wB97M-V/def2-TZVPD" charge=+1 e_homo_ev=-10.79 lumo_ha=-0.13971 energy_ha=-586.5907
H -2.67422 -1.82241 3.47497 0.1413 0.2980 -0.1276 0.119
C -0.63150 -3.02597 0.16415 -0.1023 -0.3512 0.0433 -0.081
H -2.79027 0.54053 4.26283 0.1360 -0.0688 -0.2691 0.111
N 2.09406 1.25560 -3.41034 0.3041 -0.2734 -0.4586 -0.019
C 0.03109 -0.70560 -0.13555 0.1473 -0.1524 -0.2134 -0.291
C -1.54930 1.30198 2.65640 0.5423 0.0057 -0.6305 -0.066
H -0.55558 2.63923 -2.68004 -0.1617 0.0405 0.1980 -0.005
C -1.41620 -1.37520 1.77818 0.4156 0.8941 -0.4336 -0.164
N 3.09205 0.01303 -0.32814 0.8284 -0.0522 0.1144 -0.024
C -2.22041 0.29035 3.36774 -0.0188 -0.7768 -0.1775 -0.065
H -1.60923 2.34048 2.99131 0.0098 -0.3718 -0.0812 0.111
H 3.95757 0.29108 -0.80257 -0.0842 -0.1582 0.4458 0.070
C -0.72840 1.79251 -1.99974 -0.2352 -0.4946 -0.8002 -0.361
C -0.79651 0.99515 1.52493 -0.3698 0.3868 0.5493 -0.071
H 3.08254 -1.01435 -0.28467 -0.0422 0.4086 0.0371 0.076
H 0.71228 2.34759 -0.71344 1.2478 1.0084 1.1576 -0.066
H -0.27999 1.81163 0.99543 -0.2953 -0.4471 0.2796 0.055
C 0.06366 -2.02909 -0.57274 -0.4964 0.6306 0.9861 -0.151
H 0.60728 -2.30948 -1.48470 -0.1533 -0.0352 0.2505 0.083
C -1.34761 -2.71016 1.30299 0.3415 -0.1572 -0.4990 -0.018
H -1.24617 1.01444 -2.59669 -0.1027 -0.0614 -0.1288 0.006
Hf 1.09943 0.78200 -1.32683 -1.9025 0.0661 -0.2426 1.408
H -0.59012 -4.05768 -0.18866 -0.0958 0.2353 0.1729 0.106
H -1.44401 2.08970 -1.22474 0.1497 0.0338 -0.1713 0.005
C -0.71346 -0.33480 1.04764 -0.3126 -1.2404 0.1885 -0.194
H 3.15006 0.33622 0.64445 0.0787 -0.1053 -0.2893 0.083
H -1.87827 -3.48752 1.86216 0.2180 0.2358 -0.2635 0.123
H 2.84838 1.94845 -3.32231 -0.2349 -0.2857 -0.1019 0.083
H 2.48137 0.43514 -3.88811 0.0086 0.4246 -0.0988 0.078
H 1.40573 1.67539 -4.04646 0.1345 -0.1826 0.2514 0.080
C -2.15424 -1.02824 2.93256 -0.0961 0.5458 0.3127 -0.023

***

No. 6
38
Properties=species:S:1:pos:R:3:forces:R:3:lowdin_charge:R:1 method="wB97M-V/def2-TZVPD" smiles="C[C@H](I)[C@H](I)[C@@H]1COS(=O)(=O)O1.CC#N.CC#N.CC#N" e_homo_ev=-9.73 lumo_ha=-0.00985 energy_ha=-1887.8727
C 0.72906 -5.86705 0.03895 -1.1054 0.1464 -0.4599 -0.110
C -1.00768 0.97173 -0.33768 -0.8450 1.4402 0.3841 -0.334
C -0.17691 6.02288 -4.11654 -0.4921 0.5224 -1.0459 -0.087
H 0.99932 -6.86541 -0.31576 -0.2079 0.1268 -0.0294 0.073
H 0.83755 5.66345 -4.31020 -0.2035 0.0764 -0.0484 0.078
C -0.74369 6.67369 -5.36781 -3.1042 3.5934 -6.8692 -0.214
H -0.80357 5.17753 -3.81945 0.0967 0.1544 -0.1117 0.059
H 4.22114 -3.19903 3.40709 -0.2050 0.0620 -0.0865 0.078
C -1.10217 -0.52603 3.55910 0.4789 0.5297 0.8632 -0.247
O 2.23782 2.11110 -2.04632 -6.2451 -1.5102 0.5465 -0.306
C 3.37781 -2.50305 3.41229 -0.8510 -0.3408 -0.8262 -0.070
H -0.87537 0.02911 4.59127 -0.6047 -1.1680 -2.2893 0.075
C -1.28991 0.40754 -1.85060 -1.4218 -0.7935 -1.6947 -0.146
H -0.29500 -1.38528 3.48882 -1.7501 1.6980 -0.2263 0.064
H -1.35874 2.09746 -0.15147 0.2546 -2.4415 -0.9454 0.137
I -1.99924 -1.94076 0.69230 0.2720 0.8264 -0.1322 0.853
H 0.77014 -5.85415 1.13154 -0.1183 0.0985 -0.2486 0.058
C -0.67204 -5.51162 -0.43121 -7.5805 1.9581 -2.5197 -0.220
H -0.14753 6.74884 -3.29939 -0.0481 -0.0595 -0.2106 0.077
H 2.93640 -2.48592 4.41263 -0.0279 -0.0427 -0.2200 0.077
S 0.70337 1.97749 -1.84753 2.5417 3.6385 -0.7465 0.901
O -0.02917 3.35600 -2.01603 2.2023 -5.7629 1.1656 -0.331
N -1.21401 7.21356 -6.40574 3.7642 -4.3265 8.3155 0.074
H 1.44867 -5.14294 -0.35303 -0.2782 -0.0616 0.0922 0.058
C -0.90626 0.58164 2.35187 0.7008 -1.4681 0.1998 -0.752
H -2.78620 0.69174 1.06102 2.4697 -1.2104 -0.4256 0.085
N 1.47480 -3.30552 1.54994 6.9234 2.9927 6.8221 0.108
C -1.69542 0.21718 0.95993 0.1101 1.4505 0.1189 -0.705
N -1.83437 -5.21693 -0.82120 9.2443 -2.3033 3.1401 0.068
O -0.16775 0.81518 -2.75880 1.2848 2.0117 2.9024 -0.259
C 2.33761 -2.94170 2.39443 -5.6598 -2.3806 -5.5450 -0.171
H 3.74114 -1.50156 3.16618 -0.1342 -0.1722 -0.0614 0.079
H -1.33779 -0.74295 -2.05869 0.2978 2.0400 1.3064 0.112
O 0.48134 1.14850 -0.33593 -1.4034 1.0090 -2.3180 -0.240
H 0.25739 0.73327 2.23142 -2.5408 -0.2281 -0.1198 0.098
I -1.69839 2.54544 3.01332 0.4297 -0.8178 -0.3006 0.760
H -2.17368 -0.99374 3.60892 2.0891 1.0355 -0.1990 0.065
H -2.23867 0.80032 -2.42764 1.6667 -0.3229 1.8231 0.156

***

No. 7
32
Properties=species:S:1:pos:R:3:forces:R:3:lowdin_charge:R:1 method="wB97M-V/def2-TZVPD" charge=+1 e_homo_ev=-12.20 e_above_lowest_kcal_mol=40.0 lumo_ha=-0.14320 energy_ha=-890.9374
H 4.36276 1.73026 0.37889 -1.3149 -1.6308 -0.4911 0.128
H -3.17255 1.02350 1.32089 0.1977 -0.5206 -0.6598 0.133
H 3.42944 0.43583 1.18088 -0.1256 -0.1816 0.5889 0.030
I -6.30269 0.49466 -0.02041 0.8721 -0.4727 0.3714 0.876
H 0.91867 -1.41232 -2.57605 -0.6270 -0.2079 2.0510 0.129
C -4.07019 -1.62291 -0.43419 -1.0060 -1.4964 -0.6504 -0.180
C 1.27468 0.55970 -0.28058 -0.4030 2.4684 1.9104 -0.382
H 1.77407 -0.60298 1.52673 -1.3335 1.9130 0.2010 0.156
C 1.17821 0.38667 1.30438 -0.7195 -0.9630 -1.2939 -0.092
C -4.39428 -0.42553 0.18639 -3.0990 2.1846 -0.2007 -0.713
H -4.76015 -2.37068 -0.87750 0.7582 0.7618 0.2216 0.140
H 1.36651 2.27359 -1.75901 -0.5750 0.3991 -0.6996 0.085
N -2.27907 -0.80107 0.32516 0.5673 2.0647 1.3095 -0.121
C -3.29195 0.15069 0.66738 1.3625 -0.4148 0.4337 -0.066
H 2.82813 0.53535 -1.85330 -0.0476 0.3132 1.0347 0.157
N -2.80816 -1.82853 -0.33452 1.4604 -1.9173 -0.5926 0.093
H -0.35660 0.41218 -1.44552 -0.7604 0.1661 -0.8167 0.149
C 1.66834 2.06414 -0.76471 -0.7478 -2.9697 0.3527 0.026
H -0.49007 -1.76064 0.85228 -0.3112 0.2217 -0.8906 0.161
H 1.54124 1.27683 1.87101 0.1088 -0.9998 -0.5335 0.136
H -0.51665 0.02993 2.58216 -0.5576 -0.5907 1.9623 0.100
H 1.58897 2.90024 -0.08086 0.5379 -0.3554 0.2687 0.111
H 1.40154 -1.87050 -0.82985 -0.9656 0.0676 -0.9149 0.117
H -0.31202 -2.28533 -1.44838 1.2136 1.5493 0.0171 0.107
H -0.92985 1.30085 1.33642 1.5778 -2.1772 0.7294 0.171
N 0.20643 -0.20404 -0.90761 -0.6727 -1.1219 2.0417 -0.011
C 0.54272 -1.50951 -1.47217 1.0929 -1.3338 -1.6956 -0.056
C 3.76624 0.73564 0.21738 1.4451 2.0895 -1.0149 -0.045
C 2.61296 0.86147 -0.80653 1.5441 0.2563 0.0994 -0.258
C -0.94313 -0.77666 0.65600 0.9635 0.6883 0.1144 -0.034
H 4.52804 0.03397 -0.09916 -0.0124 -0.2918 -0.1770 0.073
C -0.36158 0.26521 1.58443 -0.4230 2.5019 -3.0766 -0.121